No. 1
{
  "formula": "C4H8N2",
  "method": "the ωB97M-V functional and the def2-TZVPD basis",
  "total_charge": 0,
  "homo_lumo_gap_ev": 7.59,
  "e_lumo_ha": 0.01468,
  "largest_force_ev_per_a": 1.0,
  "multiplicity": 1,
  "symbols": ["C", "N", "C", "C", "C", "N", "H", "H", "H", "H", "H", "H", "H", "H"],
  "positions_angstrom": [[1.3695, -0.3331, 0.1526], [-0.1093, -0.1157, 0.2573], [-0.6443, 1.0176, -0.5540], [-0.9394, -1.3096, -0.0613], [-0.4197, 2.2586, 0.0528], [-0.2974, 3.2751, 0.6222], [1.6078, -0.6558, -0.8637], [1.7185, -1.0786, 0.8751], [1.8419, 0.6325, 0.3460], [-0.2963, 0.1286, 1.2322], [-0.3725, 0.8836, -1.5974], [-0.8888, -1.4671, -1.1418], [-0.6048, -2.1974, 0.4831], [-1.9651, -1.0389, 0.1970]]
}



No. 2
{
  "formula": "C15H26N2O2ReSbSe4",
  "method": "the ωB97M-V functional and the def2-TZVPD basis",
  "total_charge": 2,
  "homo_lumo_gap_ev": 6.83,
  "e_lumo_ha": -0.27599,
  "largest_force_ev_per_a": 0.5,
  "multiplicity": 1,
  "symbols": ["Re", "Se", "Sb", "Se", "Se", "Se", "O", "H", "H", "C", "C", "C", "C", "C", "C", "C", "C", "C", "C", "C", "C", "N", "H", "H", "H", "H", "H", "H", "H", "H", "H", "H", "H", "H", "H", "H", "H", "H", "H", "C", "N", "C", "C", "O", "H", "H", "H", "H", "H", "H", "H"],
  "positions_angstrom": [[0.5151, -1.3909, -0.9396], [-1.3615, -6.7222, 1.1688], [-0.7978, -4.5551, 1.6333], [-1.1055, -3.0720, -1.6200], [0.7989, -3.8895, -0.5045], [-1.1450, -2.6855, 2.9185], [2.3879, -1.2514, -1.8856], [3.2287, -1.5078, -1.4783], [2.5160, -0.5029, -2.4913], [2.7276, -1.9259, 2.2382], [2.6482, -0.4021, 2.3416], [3.3338, 0.3114, 1.1722], [1.2585, 0.1521, 2.6154], [1.0395, 0.7377, 3.8548], [-0.1706, 1.3287, 4.1741], [-1.1822, 1.3924, 3.2311], [-1.0398, 0.8305, 1.9698], [-2.1613, 1.0708, 0.9729], [-1.6697, 1.9229, -0.2027], [-2.9338, -0.1693, 0.5264], [0.1811, 0.1698, 1.7017], [0.3481, -0.5241, 0.4940], [3.7725, -2.2364, 2.1855], [2.2181, -2.3074, 1.3543], [2.2803, -2.4039, 3.1105], [3.2239, -0.1399, 3.2313], [2.7834, 0.1921, 0.2358], [4.3436, -0.0796, 1.0334], [3.4146, 1.3826, 1.3583], [1.8417, 0.7329, 4.5821], [-0.3152, 1.7689, 5.1520], [-2.1071, 1.9010, 3.4722], [-2.8834, 1.6852, 1.5137], [-0.8486, 1.4413, -0.7361], [-1.3018, 2.8895, 0.1424], [-2.4880, 2.1084, -0.9036], [-2.3362, -0.8413, -0.0842], [-3.8040, 0.1358, -0.0591], [-3.2970, -0.7417, 1.3802], [0.2185, 1.7397, -4.5397], [-0.9885, 1.1355, -3.9590], [-2.3067, 1.5699, -4.4495], [-0.8978, 0.2756, -2.9975], [0.2364, -0.1088, -2.5351], [-0.0880, 2.5202, -5.2280], [0.7875, 0.9848, -5.0794], [0.8309, 2.1732, -3.7517], [-2.2522, 1.6903, -5.5277], [-2.5768, 2.5198, -3.9908], [-3.0530, 0.8143, -4.2185], [-1.8235, -0.1194, -2.5825]]
}



No. 3
{
  "formula": "C10H26MnO6P3S3",
  "method": "the ωB97M-V functional and the def2-TZVPD basis",
  "s_squared": 0.776,
  "total_charge": -1,
  "homo_lumo_gap_ev": [7.81, 7.51],
  "e_lumo_ha": [0.09962, 0.09991],
  "largest_force_ev_per_a": 0.8,
  "multiplicity": 2,
  "symbols": ["Mn", "C", "C", "O", "P", "S", "S", "O", "C", "C", "H", "H", "H", "H", "H", "H", "H", "H", "H", "H", "C", "P", "C", "C", "C", "P", "C", "C", "H", "H", "H", "H", "H", "H", "H", "H", "H", "H", "H", "H", "H", "H", "H", "H", "O", "S", "O", "O", "O"],
  "positions_angstrom": [[-0.8206, 0.2428, 1.2075], [2.6815, -5.1570, -0.0879], [3.3736, -3.8923, 0.3727], [2.6412, -2.7507, -0.0830], [1.9121, -1.8092, 1.0069], [1.0614, -0.3938, -0.1434], [0.7974, -2.8075, 2.2645], [3.2177, -1.2115, 1.7212], [3.1023, -0.5305, 2.9879], [4.3544, 0.2934, 3.1730], [3.2549, -6.0365, 0.2144], [2.5793, -5.1622, -1.1741], [1.6894, -5.2130, 0.3592], [4.3775, -3.8099, -0.0497], [3.4588, -3.8768, 1.4614], [2.9986, -1.2865, 3.7692], [2.2048, 0.0890, 2.9961], [5.2452, -0.3365, 3.1329], [4.3222, 0.7927, 4.1428], [4.4303, 1.0531, 2.3950], [-2.6703, 3.0795, 0.4935], [-1.9506, 1.5648, -0.1963], [-1.0649, 2.1676, -1.6733], [-3.4117, 0.6881, -0.8880], [-2.9966, -0.7527, -1.1890], [-2.0630, -1.4613, 0.2428], [-3.3793, -2.1617, 1.3006], [-1.3993, -2.9638, -0.5492], [-3.2408, 3.6175, -0.2677], [-1.8650, 3.6983, 0.8833], [-3.3070, 2.8033, 1.3327], [-1.7003, 2.7918, -2.3057], [-0.6882, 1.3182, -2.2449], [-0.2045, 2.7462, -1.3355], [-3.8290, 1.1955, -1.7623], [-4.1670, 0.7077, -0.0958], [-2.2907, -0.7731, -2.0270], [-3.8464, -1.3827, -1.4643], [-4.0870, -2.7681, 0.7304], [-3.9054, -1.3589, 1.8176], [-2.8938, -2.7804, 2.0565], [-2.2140, -3.5473, -0.9849], [-0.8693, -3.5543, 0.1949], [-0.6868, -2.6777, -1.3224], [-0.8033, 2.4998, 4.3145], [-0.5858, 1.6059, 3.2093], [-1.9165, 1.0186, 2.6742], [-0.0220, 2.2432, 1.9748], [0.2440, 0.4162, 3.4741]]
}



No. 4
{
  "formula": "C5H7NO",
  "method": "the ωB97M-V functional and the def2-TZVPD basis",
  "total_charge": 0,
  "homo_lumo_gap_ev": 8.48,
  "e_lumo_ha": 0.02887,
  "largest_force_ev_per_a": 1.9,
  "multiplicity": 1,
  "smiles": "Cn1cccc1O",
  "symbols": ["C", "N", "C", "C", "C", "C", "O", "H", "H", "H", "H", "H", "H", "H"],
  "positions_angstrom": [[-1.7761, 0.1269, 0.5532], [-0.3998, -0.1423, 0.2207], [0.1683, -1.3902, 0.0255], [1.4479, -1.1940, -0.3753], [1.6693, 0.2032, -0.5573], [0.5098, 0.8130, -0.1029], [0.1303, 2.0963, 0.1443], [-2.2144, 0.7943, -0.1955], [-1.8562, 0.5910, 1.5388], [-2.3185, -0.8207, 0.5373], [-0.4257, -2.2874, 0.0782], [2.2246, -1.9188, -0.5687], [2.1194, 0.3002, -1.5277], [0.9184, 2.6494, 0.2110]]
}



No. 5
{
  "formula": "C4H3Br",
  "method": "the ωB97M-V functional and the def2-TZVPD basis",
  "total_charge": 0,
  "homo_lumo_gap_ev": 10.47,
  "e_lumo_ha": 0.02314,
  "largest_force_ev_per_a": 6.5,
  "multiplicity": 1,
  "smiles": "C#C/C=C/Br",
  "symbols": ["C", "C", "C", "C", "Br", "H", "H", "H"],
  "positions_angstrom": [[-2.4251, 0.1763, 0.0335], [-1.2162, 0.0215, 0.0690], [0.4861, -0.5599, 0.0415], [1.3902, 0.3906, -0.0150], [3.3157, 0.0385, 0.0375], [-3.4588, 0.1122, -0.1579], [0.6181, -1.5607, -0.1445], [1.2902, 1.3814, 0.1360]]
}



No. 6
{
  "formula": "C5H11BCl2NO2",
  "method": "the ωB97M-V functional and the def2-TZVPD basis",
  "total_charge": -1,
  "homo_lumo_gap_ev": 7.37,
  "e_lumo_ha": 0.12740,
  "largest_force_ev_per_a": 2.2,
  "multiplicity": 1,
  "symbols": ["C", "C", "O", "B", "O", "N", "C", "Cl", "C", "C", "Cl", "H", "H", "H", "H", "H", "H", "H", "H", "H", "H", "H"],
  "positions_angstrom": [[2.9490, -1.0262, 0.2890], [2.1137, -0.7906, -0.9585], [1.9512, 0.5881, -1.2067], [0.8015, 1.1946, -0.6859], [0.9894, 2.5647, -0.3699], [-0.4477, 0.5760, -0.5644], [-1.0558, 0.6501, 0.6438], [-0.4435, -0.7136, 1.8971], [-2.5773, 0.4976, 0.4640], [-2.9689, -0.7267, -0.3400], [-3.4473, 0.3971, 2.0834], [2.5220, -0.5142, 1.1461], [3.0049, -2.0954, 0.4932], [3.9645, -0.6809, 0.0968], [2.6667, -1.2116, -1.8042], [1.1583, -1.3102, -0.9084], [1.8028, 2.6889, 0.1160], [-0.8669, 1.5798, 1.1922], [-2.9413, 1.4201, 0.0287], [-2.1628, -0.9873, -1.0189], [-3.8678, -0.5395, -0.9253], [-3.1444, -1.5607, 0.3320]]
}